No. 1
Entry from the OMol25 dataset: a 2-piece molecular cluster, C2H8NS overall (the ωB97M-V functional and the def2-TZVPD basis).

- HOMO energy (eV) = -2.157
- gap between HOMO and LUMO (eV) = 6.166
- LUMO energy (eV) = 4.01
- net charge = -1
- energy relative to the best compared isomer or geometry (same formula, charge and spin) (kJ/mol) = 36.3

XYZ file:
```
12
Properties=species:S:1:pos:R:3:forces:R:3
N 1.883645 -0.147298 3.725958 0.4 0.2 0.2
H 2.472744 -0.034492 2.908537 0.0 -0.1 -0.1
H 1.312667 -0.963647 3.556197 -0.2 0.1 -0.1
H 1.281555 0.666975 3.722896 -0.2 -0.1 0.0
C -1.969567 0.776226 -0.623714 0.1 -0.3 0.7
C -0.656244 0.700056 -1.408064 0.4 0.1 -0.1
S 0.339716 -0.801940 -1.152094 0.1 -0.2 0.3
H -2.045840 1.694790 -0.034145 0.0 0.2 -0.1
H -2.016227 -0.037353 0.109547 0.1 0.0 -0.2
H -2.853443 0.695305 -1.241806 -0.3 0.0 -0.3
H -0.063404 1.586473 -1.157903 0.1 0.0 0.0
H -0.821031 0.748792 -2.483240 -0.3 0.2 -0.1
```
Positions in Å, forces in eV/Å.



No. 2
Entry from the OMol25 dataset: a 2-piece molecular cluster, C2H8NS overall (the ωB97M-V functional and the def2-TZVPD basis).

- HOMO energy (eV) = -2.307
- gap between HOMO and LUMO (eV) = 6.645
- LUMO energy (eV) = 4.34
- net charge = -1
- energy relative to the best compared isomer or geometry (same formula, charge and spin) (kJ/mol) = 21.5

XYZ file:
```
12
Properties=species:S:1:pos:R:3:forces:R:3
N 0.540997 -0.125667 -3.013967 0.8 -0.2 -0.3
H 0.681174 0.867619 -3.175383 -0.2 0.0 0.1
H -0.046123 -0.184542 -2.192446 0.1 0.2 0.2
H 1.464928 -0.423604 -2.668960 -0.6 0.1 0.0
C -0.648903 -0.734929 1.449078 -0.1 -0.6 -0.2
C -0.177588 0.707327 1.437282 1.1 -0.3 -0.7
S 1.397059 0.983326 0.504909 -0.1 -0.2 0.1
H 0.134910 -1.472497 1.652299 0.2 0.4 0.2
H -1.015885 -1.040281 0.462364 -0.2 0.2 0.1
H -1.435729 -0.897033 2.199300 -0.1 0.0 -0.1
H 0.004849 1.020795 2.464666 -0.4 0.4 0.0
H -0.899687 1.299483 0.880863 -0.4 0.3 0.6
```
Positions in Å, forces in eV/Å.



No. 3
Entry from the OMol25 dataset: a 2-piece molecular cluster, C2H8O overall (the ωB97M-V functional and the def2-TZVPD basis).

- HOMO energy (eV) = -11.572
- gap between HOMO and LUMO (eV) = 12.439
- LUMO energy (eV) = 0.87
- net charge = 0
- energy relative to the best compared isomer or geometry (same formula, charge and spin) (kJ/mol) = 11.4
- SMILES string = CC.O

XYZ file:
```
11
Properties=species:S:1:pos:R:3:forces:R:3
C 0.880060 0.627153 0.056332 -0.6 -1.1 0.6
C 1.389610 1.559963 -0.976897 0.4 1.0 -0.8
H 0.171850 -0.006617 -0.503478 0.0 -0.1 0.7
H 0.337870 1.113823 0.884452 0.3 -0.1 -0.3
H 1.667850 -0.016887 0.482012 -0.3 0.2 -0.1
H 2.195820 2.230622 -0.635098 -0.3 -0.2 -0.1
H 0.540010 2.175852 -1.316718 0.5 -0.1 -0.1
H 1.761110 0.970563 -1.831997 0.0 0.4 0.2
O -3.166428 -2.567996 1.118262 0.6 -1.0 0.5
H -3.565788 -3.285695 1.660171 0.5 0.8 -0.6
H -2.211959 -2.800786 1.062962 -1.0 0.2 0.1
```
Positions in Å, forces in eV/Å.